[1]
Computed, not measured: a cluster of 17 separate species, C34H92Cl2FN4O20Si in total, with ωB97M-V/def2-TZVPD.

Computed properties:
LUMO energy = -3.72 eV
Kohn-Sham gap = 7.613 eV
multiplicity = 1
total charge = +1

CARTESIAN COORDINATES (ANGSTROEM)
C1 4.5963 1.3777 3.9269
C2 3.9414 2.0096 2.6434
Cl1 4.8327 3.5571 2.3608
C3 4.1772 0.9631 1.4873
Cl2 5.8800 1.2093 0.8921
N1 3.3025 1.2421 0.3037
N2 2.6796 2.3967 0.3274
C4 1.9211 2.6591 -0.6896
C5 1.1435 3.9866 -0.6766
C6 -0.3970 3.6249 -0.5618
O1 -0.5403 2.3385 0.0144
Si1 -2.1112 1.6814 -0.0749
C7 -1.9325 -0.2159 -0.0945
C8 -3.1883 2.0537 1.4362
C9 -3.1005 2.1507 -1.6241
C10 1.7614 1.7709 -1.8382
N3 0.9318 2.1304 -2.9272
C11 -0.0478 1.3762 -3.0560
O2 -0.8013 0.5747 -3.4193
C12 2.4599 0.5477 -1.7859
C13 2.3434 -0.4479 -2.9403
C14 3.3494 -0.0086 -4.0316
O3 4.4592 0.3378 -3.8255
F1 2.8947 -0.0633 -5.3134
C15 3.2632 0.2958 -0.6167
C16 3.9955 -1.0315 -0.5346
C17 3.0143 -2.0854 0.1080
O4 1.6641 -1.6547 0.0807
C18 3.1730 -3.4928 -0.5103
N4 2.4345 -3.6964 -1.7597
H1 4.2790 1.9192 4.8296
H2 5.6804 1.5696 3.8124
H3 4.4065 0.2911 3.9789
H4 2.8755 2.1710 2.8574
H5 4.0286 -0.0603 1.8548
H6 1.3265 4.5381 -1.6168
H7 1.4268 4.5895 0.2010
H8 -0.8149 3.7286 -1.5783
H9 -0.8421 4.4236 0.0649
H10 -2.9299 -0.6671 0.0887
H11 -1.6061 -0.5921 -1.0851
H12 -1.2785 -0.5730 0.7222
H13 -4.0445 1.3517 1.3576
H14 -3.5523 3.0900 1.3741
H15 -2.6224 1.8401 2.3584
H16 -3.9839 2.7519 -1.3359
H17 -3.5236 1.2069 -2.0348
H18 -2.5265 2.6058 -2.4492
H19 2.6759 -1.4511 -2.6190
H20 1.3302 -0.5349 -3.3572
H21 4.8861 -1.0146 0.1069
H22 4.2902 -1.4126 -1.5234
H23 3.3001 -2.1921 1.1812
H24 1.1242 -2.3283 0.5232
H25 4.2381 -3.7620 -0.6291
H26 2.7680 -4.2171 0.2345
H27 1.5125 -4.0889 -1.6071
H28 2.9116 -4.3470 -2.3742
C19 0.0193 -5.4311 0.9562
O5 0.0964 -4.1192 1.5236
H29 -0.5051 -5.3648 0.0049
H30 1.0243 -5.8267 0.7866
H31 -0.5302 -6.0967 1.6224
H32 0.5614 -4.1975 2.3630
C20 -3.9202 -3.3381 -1.6971
O6 -3.6588 -3.4749 -0.3036
H33 -4.3352 -2.3493 -1.8819
H34 -2.9885 -3.4503 -2.2596
H35 -4.6406 -4.0955 -2.0150
H36 -3.2933 -4.3553 -0.1678
C21 -6.7723 -3.2364 -4.2839
O7 -6.8982 -1.9757 -3.6190
H37 -5.7343 -3.5609 -4.2260
H38 -7.4108 -3.9767 -3.7943
H39 -7.0571 -3.1309 -5.3235
H40 -7.8196 -1.7104 -3.6840
C22 -3.0727 0.4086 5.3640
O8 -3.2005 -0.0740 4.0283
H41 -3.2993 1.4728 5.3682
H42 -3.7757 -0.1112 6.0199
H43 -2.0516 0.2563 5.7216
H44 -2.9974 -1.0136 4.0433
C23 3.1812 7.2882 0.3422
O9 3.4085 7.0666 1.7306
H45 2.7550 8.2796 0.2117
H46 4.1237 7.2269 -0.2056
H47 2.4813 6.5412 -0.0428
H48 3.7845 6.1865 1.8249
C24 -5.0355 -4.1513 -7.4111
O10 -6.4244 -3.9852 -7.1433
H49 -4.6240 -4.8434 -6.6788
H50 -4.8924 -4.5621 -8.4135
H51 -4.5211 -3.1902 -7.3284
H52 -6.7700 -3.3718 -7.7992
C25 5.5370 2.1767 8.2518
O11 5.4649 1.7823 6.8825
H53 5.3192 3.2400 8.3157
H54 4.8023 1.6228 8.8412
H55 6.5395 1.9908 8.6433
H56 5.6601 0.8407 6.8461
C26 -4.6960 -6.4479 2.4001
O12 -3.5581 -6.1610 1.5865
H57 -5.0720 -7.4325 2.1331
H58 -4.4127 -6.4434 3.4549
H59 -5.4750 -5.7022 2.2218
H60 -3.2430 -5.2862 1.8392
C27 0.7259 5.3691 -5.1744
O13 0.9358 5.1988 -3.7737
H61 0.3315 6.3678 -5.3447
H62 1.6707 5.2588 -5.7117
H63 0.0066 4.6313 -5.5385
H64 1.2846 4.3103 -3.6426
C28 5.1498 7.8975 -2.7898
O14 3.8998 8.4791 -3.1426
H65 5.6509 8.5528 -2.0809
H66 4.9836 6.9207 -2.3264
H67 5.7725 7.7841 -3.6808
H68 3.4723 7.8866 -3.7678
C29 3.2276 -2.9256 4.5700
O15 4.1569 -2.2767 5.4318
H69 2.9582 -2.2395 3.7673
H70 3.6772 -3.8240 4.1382
H71 2.3286 -3.1940 5.1300
H72 4.3810 -2.8964 6.1329
C30 7.0443 -3.2249 1.2102
O16 5.8768 -3.6544 1.9100
H73 6.8173 -3.1936 0.1459
H74 7.3375 -2.2264 1.5451
H75 7.8635 -3.9256 1.3813
H76 6.0974 -3.6758 2.8463
C31 -5.3956 0.6304 -5.6631
O17 -5.0040 -0.7304 -5.7783
H77 -5.2760 1.1080 -6.6336
H78 -6.4430 0.6945 -5.3567
H79 -4.7661 1.1430 -4.9298
H80 -5.1178 -1.1325 -4.9082
C32 -3.1766 6.3559 0.6730
O18 -3.6337 5.0379 0.3714
H81 -2.1149 6.3086 0.9066
H82 -3.3261 7.0112 -0.1879
H83 -3.7163 6.7517 1.5357
H84 -4.5724 5.1013 0.1685
C33 1.5896 0.3860 5.6472
O19 0.4726 -0.0957 4.8979
H85 1.4542 0.1109 6.6903
H86 2.5099 -0.0645 5.2705
H87 1.6463 1.4749 5.5647
H88 0.6076 0.1573 3.9800
C34 -7.7863 -6.6693 0.2403
O20 -6.5609 -7.2292 -0.2188
H89 -8.5777 -7.3989 0.0856
H90 -7.7172 -6.4345 1.3064
H91 -8.0192 -5.7614 -0.3222
H92 -5.8740 -6.5707 -0.0743



[2]
Computed, not measured: a cluster of 11 separate species, C34H92N3O26PS6 in total, with ωB97M-V/def2-TZVPD.

Computed properties:
LUMO energy = -0.20 eV
Kohn-Sham gap = 8.023 eV
multiplicity = 1

CARTESIAN COORDINATES (ANGSTROEM)
C1 -27.8185 12.3223 8.8939
C2 -26.3085 12.0696 8.6836
C3 -25.7343 10.8328 9.3344
O1 -26.2913 9.6820 8.7709
C4 -25.9695 8.4898 9.4427
N1 -25.9828 12.1397 7.2285
H1 -26.3305 11.3907 6.6301
H2 -26.3305 13.0115 6.7996
H3 -24.9779 12.4233 7.0726
H4 -28.0480 12.5114 9.9424
H5 -28.3239 11.4351 8.5191
H6 -28.1227 13.2377 8.3870
H7 -25.7288 12.9412 8.9974
H8 -25.8778 10.9444 10.4170
H9 -24.6444 10.8143 9.2129
H10 -26.7901 8.1991 10.1126
H11 -25.1159 8.6584 10.1071
H12 -25.7915 7.6039 8.8353
C5 -29.2251 16.7153 4.2039
C6 -27.8263 16.3777 3.7262
C7 -27.4584 16.9614 2.3667
O2 -26.1107 16.6044 2.0738
C8 -25.7353 17.0805 0.7861
N2 -26.8496 16.9086 4.7482
H13 -27.0204 17.9088 4.8003
H14 -26.8991 16.4470 5.6815
H15 -25.8725 16.6446 4.4649
H16 -29.9657 16.3974 3.4696
H17 -29.3045 17.7977 4.3295
H18 -29.4516 16.1825 5.1255
H19 -27.7535 15.2942 3.6599
H20 -27.4373 18.0598 2.3884
H21 -28.1505 16.6011 1.6038
H22 -24.6567 16.9354 0.7117
H23 -25.9657 18.1481 0.7285
H24 -26.1830 16.5047 -0.0257
C9 -21.9530 13.7191 3.5925
C10 -22.5759 14.0710 2.2592
C11 -22.7123 12.9309 1.2833
O3 -23.4383 13.2915 0.1125
C12 -23.6616 12.1733 -0.7100
N3 -23.9403 14.6586 2.4961
H25 -24.5206 13.8945 2.9105
H26 -24.0827 15.2949 3.3007
H27 -24.5343 14.9170 1.7059
H28 -21.0676 13.1040 3.4500
H29 -22.6437 13.1724 4.2352
H30 -21.7088 14.6464 4.1059
H31 -22.0103 14.8884 1.8077
H32 -23.2195 12.1128 1.8123
H33 -21.7552 12.5175 0.9585
H34 -24.3094 11.4435 -0.2194
H35 -22.7407 11.7118 -1.0868
H36 -24.1103 12.5800 -1.6183
P1 -24.9836 14.5096 5.6533
O4 -25.3850 13.5415 4.4822
O5 -24.3601 15.7923 5.0150
O6 -23.9232 13.7680 6.5251
O7 -26.2951 14.7654 6.4696
C13 -22.4167 14.2600 10.6502
C14 -21.6486 13.4827 11.7015
C15 -22.4313 12.1859 11.7603
O8 -23.0053 12.0230 10.4665
C16 -22.6942 13.1590 9.6274
H37 -21.8596 15.1218 10.2815
H38 -23.3609 14.6412 11.0456
H39 -21.6222 14.0137 12.6526
H40 -20.6350 13.3258 11.3276
H41 -23.2033 12.2190 12.5383
H42 -21.8187 11.3370 12.0787
H43 -23.5633 13.3727 9.0044
H44 -21.8641 12.9163 8.9584
O9 -22.2583 20.1350 5.1611
S1 -22.9061 20.1559 3.8790
O10 -23.4919 21.3501 3.3358
O11 -21.8713 19.5675 2.7869
C17 -22.2888 19.5081 1.4413
C18 -21.0972 19.2221 0.5349
C19 -24.1988 18.8866 3.8575
H45 -22.7183 20.4580 1.1043
H46 -23.0991 18.8195 1.1746
H47 -20.3249 19.9704 0.7033
H48 -21.4324 19.2178 -0.5004
H49 -20.6747 18.2454 0.7756
H50 -25.0469 19.3757 4.3389
H51 -23.9642 18.0167 4.4757
H52 -24.4145 18.5417 2.8513
O12 -24.0961 19.8240 9.3358
S2 -24.1524 18.4215 8.9949
O13 -23.0228 17.5980 9.3581
O14 -25.4671 17.7652 9.6440
C20 -25.8470 16.4345 9.2980
C21 -26.3087 15.7108 10.5646
C22 -24.5602 18.1936 7.2461
H53 -24.9465 15.9117 8.9593
H54 -26.5969 16.3363 8.5145
H55 -26.4854 14.6517 10.3915
H56 -27.2053 16.2143 10.9317
H57 -25.5549 15.8110 11.3461
H58 -23.7598 18.6069 6.6346
H59 -25.5144 18.6328 6.9655
H60 -24.5576 17.1231 7.0584
O15 -26.3690 13.8987 0.5728
S3 -27.5679 13.1850 0.9376
O16 -28.7297 13.8931 1.4643
O17 -28.0072 12.3661 -0.3991
C23 -29.2754 11.7108 -0.3747
C24 -29.3759 10.6931 -1.4735
C25 -27.1525 11.8431 2.0597
H61 -30.0851 12.4441 -0.4630
H62 -29.4844 11.3008 0.6197
H63 -29.3121 11.1082 -2.4764
H64 -30.2965 10.1180 -1.3670
H65 -28.5965 9.9345 -1.3591
H66 -26.5101 11.1983 1.4623
H67 -28.0252 11.3361 2.4654
H68 -26.6021 12.2740 2.9051
O18 -21.2863 8.7388 5.2234
S4 -22.0967 9.8755 4.9080
O19 -21.7888 10.7357 3.7948
O20 -23.5800 9.3293 4.6161
C26 -24.6001 10.2557 4.2393
C27 -25.8610 9.4503 4.1073
C28 -22.4278 10.8486 6.4195
H69 -24.3670 10.7415 3.2898
H70 -24.7317 11.0304 4.9980
H71 -25.7840 8.6369 3.3784
H72 -26.7366 10.0073 3.7920
H73 -26.0631 8.9115 5.0358
H74 -22.8194 11.8102 6.0754
H75 -21.5355 10.8804 7.0395
H76 -23.2028 10.3785 7.0260
O21 -19.3231 16.4400 7.5497
S5 -19.8874 16.3199 6.2237
O22 -19.3453 17.0981 5.1464
O23 -19.7930 14.8081 5.7336
C29 -20.1806 13.8032 6.6935
C30 -18.9432 13.0026 7.0500
C31 -21.6784 16.5755 6.3178
H77 -20.9554 13.1860 6.2354
H78 -20.6340 14.1712 7.6159
H79 -19.2636 12.2148 7.7397
H80 -18.1945 13.6568 7.4883
H81 -18.5605 12.4713 6.1783
H82 -22.0280 16.9637 5.3666
H83 -21.7855 17.3746 7.0516
H84 -22.2034 15.6812 6.6519
O24 -28.2506 10.8635 5.5754
S6 -29.3902 11.6976 5.3579
O25 -30.2718 11.4894 4.2304
O26 -30.2796 11.8124 6.7446
C32 -31.4963 12.5716 6.7094
C33 -32.6449 11.7633 6.1069
C34 -28.8335 13.3983 5.2713
H85 -31.3500 13.5391 6.2287
H86 -31.7012 12.7146 7.7698
H87 -32.4907 10.7327 6.4334
H88 -32.6020 11.6716 5.0207
H89 -33.6418 12.1211 6.3548
H90 -29.6786 14.0332 5.0115
H91 -28.1577 13.4376 4.4152
H92 -28.3333 13.7412 6.1725



[3]
Computed, not measured: a cluster of 12 separate species, C34H92O34S11 in total, with ωB97M-V/def2-TZVPD.

Computed properties:
SMILES string = CCOS(C)(=O)=O.CCOS(C)(=O)=O.CCOS(C)(=O)=O.CCOS(C)(=O)=O.CCOS(C)(=O)=O.CCOS(C)(=O)=O.CCOS(C)(=O)=O.CCOS(C)(=O)=O.CCOS(C)(=O)=O.CCOS(C)(=O)=O.CCOS(C)(=O)=O.CO
LUMO energy = 0.13 eV
Kohn-Sham gap = 9.176 eV
multiplicity = 1

CARTESIAN COORDINATES (ANGSTROEM)
C1 -2.2427 5.3415 -0.9558
C2 -3.6005 4.7910 -1.1100
O1 -4.3236 5.0779 0.1235
S1 -5.0459 3.9799 0.9290
C3 -6.6412 3.8896 0.3563
O2 -4.4274 2.7968 0.5823
O3 -5.0336 4.4923 2.2657
H1 -1.7392 5.4897 -1.9402
H2 -1.6672 4.6345 -0.4618
H3 -2.3381 6.2749 -0.3491
H4 -4.2383 5.1596 -1.9457
H5 -3.5277 3.7079 -1.1488
H6 -7.0349 2.9582 0.7655
H7 -6.7567 3.7346 -0.7184
H8 -7.1777 4.8221 0.6392
C4 6.5140 -2.4807 3.8365
C5 5.6935 -1.2842 4.3486
O4 5.1707 -0.6344 3.1977
S2 4.1655 0.5616 3.2872
C6 2.8226 -0.1066 4.1117
O5 4.7530 1.5605 4.0769
O6 3.8169 0.8891 1.9577
H9 5.9116 -2.9473 3.0621
H10 6.7865 -3.1042 4.6649
H11 7.4732 -2.2488 3.4114
H12 4.8258 -1.7103 4.8570
H13 6.2607 -0.5642 4.8469
H14 3.1580 -0.3763 5.1207
H15 2.5029 -0.9776 3.5855
H16 2.0828 0.6606 4.2161
C7 0.6950 -5.6560 -0.2635
C8 1.7511 -4.9322 -1.0395
O7 2.9292 -4.7109 -0.2623
S3 3.0313 -3.4022 0.6282
C9 4.0591 -2.3919 -0.2869
O8 1.7335 -2.8755 0.7927
O9 3.6294 -3.7873 1.8221
H17 1.0844 -6.5406 0.2540
H18 -0.0552 -6.0460 -0.9645
H19 0.1636 -4.8882 0.3101
H20 2.1150 -5.5255 -1.8672
H21 1.3268 -4.0535 -1.4909
H22 4.2183 -1.4292 0.2100
H23 3.5297 -2.2189 -1.2495
H24 4.9490 -2.9664 -0.5129
C10 0.5152 -5.0573 4.5639
C11 -0.2902 -3.7940 4.6036
O10 -0.7790 -3.3077 3.3885
S4 -1.8869 -4.1309 2.6375
C12 -3.2947 -2.9930 2.7288
O11 -1.6513 -4.1800 1.2688
O12 -2.1683 -5.3136 3.3328
H25 1.5298 -4.9096 4.1716
H26 0.0493 -5.9060 4.1156
H27 0.7432 -5.2223 5.6141
H28 -1.1684 -3.9951 5.1999
H29 0.2217 -2.9315 5.0680
H30 -3.5778 -2.8052 3.8287
H31 -4.0679 -3.5194 2.2005
H32 -2.9979 -2.0585 2.2412
C13 0.3640 3.8496 -5.3007
C14 -0.0136 2.4114 -5.1421
O13 0.9828 1.5418 -5.7919
S5 0.7762 -0.0354 -5.7053
C15 0.9934 -0.5829 -4.0700
O14 -0.5509 -0.3287 -6.1012
O15 1.7557 -0.4898 -6.6065
H33 -0.5603 4.4032 -5.0978
H34 0.6124 4.0952 -6.3345
H35 1.2081 4.1732 -4.6601
H36 -0.0978 2.1981 -4.0399
H37 -0.9939 2.2576 -5.6036
H38 2.0196 -0.6165 -3.8060
H39 0.5194 -1.5671 -4.0942
H40 0.4728 0.0144 -3.3564
C16 3.6872 -6.4809 -4.5210
C17 2.8267 -5.3400 -5.1009
O16 1.4866 -5.7093 -5.1791
S6 0.3000 -4.6936 -5.0557
C18 0.4289 -3.5310 -6.4145
O17 -0.8131 -5.5527 -5.1791
O18 0.5051 -3.8568 -3.8882
H41 3.2008 -6.7582 -3.5663
H42 4.7054 -6.1877 -4.4341
H43 3.6942 -7.3602 -5.1652
H44 2.9322 -4.4565 -4.4552
H45 3.1316 -5.0543 -6.1297
H46 -0.4526 -2.9101 -6.3631
H47 0.4418 -4.0555 -7.3644
H48 1.3670 -3.0221 -6.3602
C19 1.1854 4.1870 -1.2351
C20 2.5621 3.5231 -1.0688
O19 2.4042 2.0768 -1.2245
S7 3.4727 1.3037 -2.1251
C21 4.9265 1.4288 -1.0642
O20 3.0250 -0.0634 -2.1505
O21 3.6812 1.9998 -3.3401
H49 1.3215 5.2159 -0.8383
H50 0.4222 3.6328 -0.6432
H51 0.8549 4.2646 -2.2522
H52 3.3126 3.8342 -1.7537
H53 2.8698 3.5968 -0.0496
H54 4.5941 0.8906 -0.2081
H55 5.1022 2.4984 -0.8920
H56 5.7442 0.9022 -1.5865
C22 -1.5365 4.3968 6.6456
C23 -0.7998 3.2260 6.1131
O22 -1.8767 2.5990 5.2485
S8 -1.5626 1.1910 4.4211
C24 -3.1392 1.2186 3.6854
O23 -0.5420 1.5259 3.4815
O24 -1.3508 0.1060 5.3175
H57 -0.8859 5.2025 6.9667
H58 -2.1489 4.1496 7.5241
H59 -2.0940 4.6919 5.7829
H60 0.0157 3.5164 5.4353
H61 -0.3855 2.5281 6.8669
H62 -3.8884 0.5482 4.0840
H63 -2.9793 0.9629 2.6433
H64 -3.4984 2.2519 3.7814
C25 -0.8505 4.9311 2.8186
C26 0.0607 5.8998 3.5179
O25 1.0619 5.3087 4.3901
S9 2.2156 4.3888 3.7689
C27 3.5198 5.0649 4.7187
O26 1.8683 3.0385 4.1236
O27 2.4064 4.7380 2.3937
H65 -1.6321 5.5370 2.3747
H66 -1.3330 4.1630 3.3999
H67 -0.3610 4.5026 1.9613
H68 0.5518 6.6237 2.8838
H69 -0.5677 6.3643 4.2385
H70 3.2648 4.9773 5.7659
H71 3.7640 6.0259 4.3439
H72 4.3861 4.4084 4.5505
C28 -1.6048 -2.4788 -1.9453
C29 -0.3783 -1.9339 -1.2121
O28 -0.5947 -0.4676 -1.1318
S10 -1.0427 0.2936 0.1206
C30 0.5007 0.4545 0.8693
O29 -1.5131 1.5423 -0.3551
O30 -1.9347 -0.4943 0.8773
H73 -2.4715 -2.3844 -1.2154
H74 -1.3665 -3.5316 -2.0454
H75 -1.8568 -2.0943 -2.9509
H76 -0.2749 -2.3745 -0.2256
H77 0.5467 -2.1833 -1.7290
H78 0.4797 1.2069 1.6644
H79 1.1609 0.8332 0.0950
H80 0.7971 -0.5449 1.2139
C31 -2.7448 1.2993 -3.6129
C32 -3.6659 1.0497 -2.4474
O31 -3.8095 -0.3196 -2.2702
S11 -5.1124 -0.9161 -1.6893
C33 -4.7251 -0.8578 0.0673
O32 -6.2694 -0.1036 -1.9989
O33 -5.2180 -2.3127 -2.0074
H81 -1.8351 0.7201 -3.3489
H82 -2.5047 2.3168 -3.7199
H83 -3.1684 0.9966 -4.5604
H84 -3.1423 1.4609 -1.5698
H85 -4.6882 1.4198 -2.5084
H86 -3.9144 -1.5889 0.2602
H87 -5.6818 -1.0482 0.5653
H88 -4.4113 0.1511 0.3279
C34 -3.7754 -3.6433 -4.8224
O34 -4.8998 -2.8073 -4.8355
H89 -3.7426 -4.3869 -3.9948
H90 -3.6837 -4.1114 -5.7861
H91 -2.8760 -3.0526 -4.7582
H92 -5.1485 -2.6825 -3.9055